{
  "formula": "C18H41N2OP3STm",
  "method": "the ωB97M-V functional and the def2-TZVPD basis",
  "lumo_energy_ev": [-11.174, -11.121],
  "spin_multiplicity": 3,
  "total_charge": 3,
  "total_energy_ev": -92561.830,
  "symbols": ["C", "H", "H", "H", "C", "C", "H", "Tm", "H", "H", "H", "C", "C", "H", "H", "H", "H", "H", "H", "H", "H", "H", "C", "H", "H", "H", "C", "C", "H", "C", "H", "H", "H", "C", "O", "H", "H", "H", "C", "C", "H", "P", "H", "H", "C", "C", "H", "S", "H", "N", "H", "N", "H", "H", "H", "H", "C", "P", "H", "C", "H", "C", "H", "P", "H", "C", "H"],
  "xyz": [[0.550943, 3.249250, 1.141390], [-0.215274, 2.714987, 3.643962], [0.422865, -1.877002, -3.562688], [-1.068469, 1.595951, -2.409068], [3.197983, 0.910664, 1.909884], [-0.354819, 2.426736, -2.309631], [-2.136465, 2.782394, 0.342539], [0.902002, -1.109912, 0.434109], [-1.520676, -3.997917, 1.697058], [-3.024964, -2.095175, -6.403983], [3.230503, 1.014110, 4.024109], [-1.567409, -1.333652, -2.944458], [-3.423003, -1.534104, -4.399855], [2.709567, -0.484274, 3.301820], [-2.729188, 1.409800, 1.296362], [0.289533, 3.721555, 0.193291], [-0.273691, 2.944276, -3.282035], [-2.410037, -0.424940, 3.338319], [0.246731, 3.914425, 1.952679], [1.009318, -2.157352, 4.007787], [-0.713033, 3.130374, -1.544791], [2.320586, -0.002143, -3.207895], [-1.131080, -3.629899, 2.660131], [3.802827, 2.707519, 2.517705], [1.638721, 3.137263, 1.182810], [-3.472007, -0.812655, -2.302865], [-2.048061, 2.261700, 1.297757], [-1.101439, -1.837945, -5.169020], [0.191049, -0.590648, 4.443492], [-2.913851, -1.358376, -3.145182], [-2.813278, -0.883414, 1.638553], [-2.368328, 2.953562, 2.089641], [0.824595, 1.291675, 3.659164], [1.656982, 0.845552, -3.434266], [-1.275638, -0.523955, -1.813088], [1.693241, -3.285526, 1.332439], [2.238215, 1.615189, -3.955555], [-0.943669, 1.109056, 3.799561], [-0.618065, -1.809720, -3.821375], [0.315123, -3.154981, -0.406008], [-0.419827, -1.894657, -6.033975], [-0.299823, 1.643581, 1.468008], [-0.236455, -4.211166, 2.944041], [-0.640088, -3.267615, 0.134442], [0.038330, -1.623575, 4.061615], [-2.513040, -1.860907, -5.451958], [2.009041, 3.673696, -1.092922], [3.269820, -0.255258, 0.593806], [-4.519519, -1.444117, -4.571029], [3.551463, 2.146927, 1.643888], [-2.253099, -0.068908, -1.433803], [2.892288, 0.491862, 3.169442], [3.318462, 2.462902, -1.371683], [0.806922, 0.503723, -4.045130], [-2.971020, -2.070696, 2.990278], [0.151373, -3.164102, -1.490795], [-2.378473, -1.226268, 2.596708], [-0.691579, -1.857173, 2.417088], [-0.630721, -2.199729, 4.732298], [1.591586, -3.293610, 0.165669], [2.517130, -3.341348, -0.468943], [-0.147542, 1.674848, 3.305218], [-1.904396, -3.810652, 3.432627], [1.178777, 1.526655, -1.810759], [4.210575, 2.378422, 0.857564], [2.386117, 2.897094, -1.770304], [2.565358, 3.357625, -2.764191]],
  "forces_ev_per_a": [[0.431, -0.145, 0.054], [-0.151, -0.193, -0.038], [0.341, 0.247, -0.206], [-0.069, 0.627, -0.145], [0.472, -1.856, 0.334], [-0.290, -0.479, 0.157], [-0.043, -0.097, 0.009], [-1.072, 6.820, -1.268], [0.012, -0.264, 0.500], [1.175, 0.425, 0.268], [-0.633, -0.701, -1.401], [-0.525, 0.734, 1.683], [-0.372, -1.207, -1.267], [0.174, -0.220, 0.075], [-0.116, 0.137, -0.015], [-0.108, -0.256, 0.139], [0.183, -0.211, 0.475], [-0.064, 0.042, -0.247], [-0.028, 0.043, -0.144], [-0.354, 0.214, 0.425], [0.110, -0.214, -0.310], [-0.048, 0.104, -0.525], [0.610, -0.702, -0.728], [-0.585, -0.572, -1.665], [-0.417, 0.112, -0.070], [0.002, -1.228, -1.436], [0.079, -0.556, -0.253], [-1.279, -1.372, -0.392], [-0.208, -0.864, -0.423], [-1.332, 1.949, 0.730], [0.107, -0.164, 0.573], [0.439, -0.217, -0.085], [-0.593, 0.188, -0.254], [0.317, -0.604, 0.055], [-1.718, 0.635, 2.687], [0.007, -0.240, -1.981], [-0.249, -0.348, -0.118], [0.112, 0.152, -0.170], [-0.847, 1.267, -1.567], [2.222, -3.633, -0.183], [-0.213, -0.423, 0.728], [-0.509, 0.810, 0.663], [-0.344, 0.064, -0.267], [0.662, 0.435, 0.109], [0.552, -0.007, 0.597], [-0.079, 0.726, 1.315], [0.378, -0.145, -0.151], [0.554, 0.341, 0.898], [1.054, -0.192, -0.034], [2.210, 1.703, 1.875], [4.129, -2.220, -1.840], [0.985, 1.690, -0.168], [-0.060, 0.485, -0.266], [0.343, 0.150, 0.319], [0.089, 0.577, -0.278], [0.404, 0.092, 0.113], [-0.781, 0.383, -0.399], [-1.397, -0.963, 2.278], [0.534, 0.470, -0.055], [-2.268, -1.502, -0.634], [-0.862, 0.023, 0.735], [0.286, 0.050, 0.439], [0.473, 0.480, -0.361], [-0.734, 0.496, -0.798], [-1.286, -0.572, 0.753], [0.341, 0.125, 0.565], [-0.153, -0.429, 0.590]]
}